(1)
# C15H31ClOsP2

C15H31ClOsP2 as an isolated structure (ωB97M-V/def2-TZVPD, the OMol25 dataset).

Positions of all 50 atoms, in Å:
H 1.083 1.030 -3.234
H -1.652 -1.529 2.126
C -1.108 -3.433 0.172
C 1.309 1.402 0.977
H -1.397 -4.100 -0.674
H -1.188 2.690 -1.307
H -2.804 1.911 -0.004
C -0.815 1.722 -0.897
H 1.722 0.392 2.839
Cl -0.509 1.022 4.304
C -2.813 -1.760 -1.365
H 1.751 -2.209 -0.641
H -1.821 -3.586 1.000
H -2.708 0.479 -1.000
H 2.163 -1.761 -2.288
C 2.000 1.087 -2.601
H 0.535 -1.425 2.801
H 2.508 -0.464 1.502
H -0.097 -3.733 0.533
P -1.218 -1.679 -0.435
P 1.843 0.210 -0.967
C -1.326 3.498 2.293
H 4.047 0.962 -0.161
C -0.014 -1.733 -1.882
H 2.200 2.076 1.131
C 3.625 0.023 -0.563
H 2.224 2.153 -2.404
H 0.457 3.173 0.177
H -3.668 -1.637 -0.680
C 0.421 -1.006 1.790
H -2.912 -2.753 -1.847
H 3.787 -0.793 0.166
C -1.920 0.340 1.096
C 1.549 0.082 1.761
H 0.738 -1.889 1.205
H 2.861 0.634 -3.150
C -2.110 1.074 -0.275
C -1.049 -0.795 1.523
H -2.841 0.398 1.748
C 1.447 -1.549 -1.477
H -0.346 -0.975 -2.614
H -0.456 1.193 -1.793
Os -0.602 1.644 2.069
H -0.818 3.963 3.182
H -2.443 3.451 2.402
H -1.080 4.027 1.329
H 4.181 -0.216 -1.486
H -2.844 -0.978 -2.156
H -0.173 -2.706 -2.367
C 0.279 2.077 0.145

Output
LUMO energy (alpha / beta) in hartree: -0.28101 / -0.32528
2S+1: 5
Net charge: +2
E in eV: -49601.51738
Gap between HOMO and LUMO (alpha / beta) in eV: 5.190 / 5.917
Expectation value of S²: 6.03


(2)
# C15H31F5OP2PdTe

C15H31F5OP2PdTe as an isolated structure (ωB97M-V/def2-TZVPD, the OMol25 dataset).

Positions of all 56 atoms, in Å:
C 0.940 2.501 -2.203
H 4.726 4.012 -1.979
H 1.223 -1.841 1.404
F -4.362 -0.960 0.411
H -2.784 1.421 -1.277
H 3.385 -1.037 -1.079
H 1.062 5.402 -4.107
H 4.973 4.878 -5.753
H 4.860 6.471 -3.112
C 2.293 1.884 -1.815
P 2.222 0.893 -0.266
H 3.200 2.424 -6.169
H 1.611 2.770 1.123
H 3.428 5.963 -2.215
F -1.238 -2.958 1.169
O -1.781 -0.798 -0.446
H 0.934 2.780 -3.268
C 2.004 5.111 -4.587
H -2.364 2.843 -2.311
H 3.251 3.903 -7.129
C 4.822 3.533 -4.034
C 3.120 6.088 -4.348
Te -2.742 -1.913 0.699
F -2.428 -0.793 2.206
C -2.032 2.199 -1.482
C 3.560 -0.301 -0.284
H -1.908 2.807 -0.575
C 2.069 3.994 -5.322
H 2.620 7.036 -4.087
C 4.524 4.339 -3.009
H 0.742 3.418 -1.627
F -3.714 -3.112 1.817
H 0.141 -0.378 -3.419
C -0.726 0.288 -3.307
H 2.588 1.568 2.009
H 4.511 0.219 -0.457
C 2.476 2.094 1.054
H 3.735 6.282 -5.239
F -3.190 -3.060 -0.753
H 3.579 -0.824 0.679
P -0.482 1.366 -1.868
C 3.274 3.521 -6.091
H 0.267 -0.668 2.368
C 4.673 3.852 -5.494
H 1.169 3.382 -5.471
C 1.060 -0.775 1.619
H -0.871 0.871 -4.228
H 3.062 2.656 -1.660
H 1.992 -0.336 1.995
Pd 0.237 -0.045 -0.158
H -1.615 -0.324 -3.088
H 5.372 3.171 -6.010
H 5.240 2.534 -3.849
H 2.654 1.203 -2.599
H 3.390 2.662 0.823
C 4.018 5.753 -3.122

Output
LUMO energy (alpha / beta) in hartree: -0.00981 / -0.07120
2S+1: 3
E in eV: -61040.51184
Gap between HOMO and LUMO (alpha / beta) in eV: 4.604 / 7.291
Expectation value of S²: 2.01


(3)
# C15H31F5OP2RuTe

C15H31F5OP2RuTe as an isolated structure (ωB97M-V/def2-TZVPD, the OMol25 dataset).

Positions of all 56 atoms, in Å:
H 2.995 2.340 -2.707
H 3.180 -0.117 -2.506
C -0.712 1.559 0.993
H -2.153 0.021 -1.846
C -0.211 -0.756 -1.125
C -4.271 -0.093 0.192
C 0.128 0.461 1.696
F -3.732 -4.124 3.599
H -2.475 1.786 -0.279
Te -3.770 -2.236 3.505
F -4.404 -2.156 5.299
H 3.201 -2.784 0.370
C -1.683 1.077 -0.033
C 2.661 1.880 -1.763
H -1.027 -2.740 -0.906
H -4.941 -0.969 0.156
H 1.176 1.873 -4.245
F -1.990 -2.185 4.194
H 4.387 0.617 -1.418
P 2.680 -0.490 -0.167
H 4.663 0.244 1.043
F -3.720 -0.323 3.479
H 3.314 -0.167 2.147
H -4.646 0.588 0.975
H -1.284 2.073 1.782
C 0.630 3.723 -2.167
H 1.187 3.989 -3.074
C -1.487 0.014 -0.978
H -0.450 1.264 -3.816
H -0.430 3.972 -2.299
H 1.030 4.287 -1.314
C 3.307 0.501 -1.600
H 0.063 -0.851 -2.185
H -0.036 2.329 0.581
H 0.719 -2.690 -0.732
C -0.383 -2.050 0.991
Ru -2.456 -0.741 0.733
C 3.555 -2.077 -0.392
H 2.948 2.557 -0.939
O -3.149 -2.356 1.746
H 3.342 -2.483 -1.388
H 0.292 0.803 2.729
P 0.784 1.922 -1.835
H -0.661 -1.163 2.861
H 0.583 -0.161 -0.610
C -0.471 -0.917 1.809
H -4.266 0.432 -0.777
H 0.983 0.219 -3.599
C 3.581 0.328 1.204
C -0.202 -2.153 -0.475
H 1.140 0.421 1.259
H 4.636 -1.930 -0.278
H -0.501 -3.013 1.497
H 3.303 1.389 1.266
C 0.610 1.251 -3.537
F -5.565 -2.197 2.884

Output
LUMO energy (alpha / beta) in hartree: -0.22581 / -0.39626
2S+1: 5
Net charge: +2
E in eV: -60123.51437
Gap between HOMO and LUMO (alpha / beta) in eV: 8.522 / 3.758
Expectation value of S²: 6.02


(4)
# C15H31FI2N5O5P

A 4-piece molecular cluster, C15H31FI2N5O5P overall (ωB97M-V/def2-TZVPD, the OMol25 dataset).

Positions of all 60 atoms, in Å:
N -4.699 2.288 -3.432
H -8.732 0.249 -6.226
C -4.291 2.164 -4.825
C -3.947 2.151 -2.311
H 10.640 -3.406 5.753
N -1.150 1.366 0.516
I 4.537 1.400 0.336
H 7.467 -2.049 6.763
C 5.788 -1.400 1.803
N 0.209 -0.327 2.192
H 6.072 -1.633 2.832
H -1.260 -2.227 1.682
I 3.303 -2.971 2.511
C 8.354 -2.319 4.856
O -4.454 2.289 -1.205
C 4.308 -1.285 1.727
H -1.972 0.927 2.757
H -10.489 3.086 -7.011
H -8.107 3.791 -7.063
H -0.031 2.147 2.515
C -0.196 -1.256 3.253
C -7.511 2.011 -6.410
H 9.224 -1.859 6.768
C -2.484 1.826 -2.479
C 8.395 -2.439 6.360
H -2.158 1.359 0.414
H 11.509 -2.730 4.366
H 8.496 -3.482 6.659
C -0.883 -2.477 2.668
H -3.233 1.931 -4.904
N 9.432 -2.756 4.160
C -9.837 2.973 -6.144
H -10.084 2.050 -5.633
C -7.928 0.751 -5.688
H -1.735 -2.784 3.263
H 6.308 -0.505 1.498
H -2.032 1.750 -1.499
H 6.109 -2.253 1.210
C 3.613 -0.288 1.213
C 1.595 0.016 2.302
H -2.364 0.871 -2.994
H 0.700 -1.596 3.755
H 10.786 -4.342 4.257
F -0.983 -0.664 4.214
H -1.978 2.613 -3.039
H -0.181 -3.288 2.533
H -5.664 2.505 -3.239
N -8.450 2.979 -6.575
O 2.109 0.469 3.289
H -8.255 0.979 -4.673
H 9.337 -2.646 3.163
H -10.013 3.811 -5.467
C 10.659 -3.341 4.671
P -0.794 1.079 2.015
O 2.239 -0.223 1.137
H -4.866 1.378 -5.299
O -6.377 2.170 -6.832
H -7.075 0.081 -5.636
H -4.492 3.098 -5.344
O 7.389 -1.847 4.272

Output
LUMO energy in hartree: 0.00128
SMILES: C/C(I)=C(\I)OC(=O)N([PH2]=N)[C@H](C)F.CNC(C)=O.CNC(C)=O.CNC(C)=O
E in eV: -61952.47447
Gap between HOMO and LUMO in eV: 8.589